Entry 1:
ORCA calculation (ωB97M-V/def2-TZVPD) on 2 unconnected molecules or ions with the total composition C6H9N at a distorted geometry.

Element x y z (Å)
C  -0.2575  0.6392  -1.0403
C  -0.0906  0.6851  -2.3446
C  -1.8824  -1.8595  0.9709
C  -0.9019  0.8425  0.2087
C  0.5046  0.3089  0.2016
C  1.6274  1.1661  0.8438
N  -0.7346  -2.2446  1.1864
H  0.9130  0.5520  -2.8386
H  -0.7838  0.8658  -3.1959
H  -2.7621  -2.5360  1.1018
H  -1.5967  1.5140  0.4602
H  0.5240  -0.7595  0.4353
H  1.6961  1.0959  1.8658
H  1.5725  2.1468  0.5228
H  2.4985  0.7439  0.4668
H  -0.3266  -3.1607  1.1552

## Properties
**Relative energy (zero: lowest compared OMol25 entry of this formula, charge and spin)**: 7.528 eV
**HOMO-LUMO gap (alpha / beta)**: 7.498 / 8.032 eV

Mulliken charges in e: 0.592 -0.733 -0.207 -0.999 0.439 -1.569 -0.347 0.211 0.265 0.287 0.421 0.238 0.404 0.396 0.399 0.205

Entry 2:
ORCA calculation (ωB97M-V/def2-TZVPD) on a molecular structure, C6H9N.

Element x y z (Å)
C  1.3356  1.3128  0.1791
C  0.8775  -0.0290  -0.3262
C  -0.8155  -0.5770  0.8553
C  -2.0391  -0.2750  0.2301
C  -0.4645  -0.1701  -0.8961
C  1.7533  -1.1251  -0.3724
N  2.4843  -2.0357  -0.4163
H  1.9118  1.8771  -0.5662
H  1.9571  1.2252  1.0790
H  0.4697  1.9351  0.4469
H  -0.4192  0.1122  1.5955
H  -0.5254  -1.6152  0.9937
H  -2.6406  -1.0385  -0.2449
H  -2.4570  0.7217  0.3164
H  -0.6173  -1.0775  -1.4757
H  -0.8541  0.7194  -1.3907

## Properties
**Relative energy (zero: lowest compared OMol25 entry of this formula, charge and spin)**: 4.993 eV
**HOMO-LUMO gap**: 7.347 eV

Mulliken charges in e: -1.375 0.271 -0.353 -0.665 -0.548 0.254 -0.582 0.344 0.332 0.349 0.271 0.315 0.327 0.296 0.434 0.327

Entry 3:
ORCA calculation (ωB97M-V/def2-TZVPD) on 2 unconnected molecules or ions with the total composition C6H9N.

Element x y z (Å)
C  -1.4121  -2.1853  -0.7540
C  -1.1465  -0.9125  -0.6163
C  -0.5700  0.1997  -0.2600
C  -0.5557  1.7002  -0.5630
C  0.6463  1.8099  0.3857
C  0.5855  0.3784  0.7195
N  1.6888  0.8975  -0.1090
H  -0.8226  -2.7940  -1.4392
H  -2.1380  -2.7036  -0.1332
H  0.4170  -2.2977  0.5483
H  -1.4385  2.2096  -0.1646
H  -0.3817  2.0068  -1.5976
H  0.8819  2.6160  1.0691
H  0.9559  -1.8348  0.7483
H  0.7767  -0.0816  1.6825
H  2.5132  0.9916  0.4833

## Properties
**SMILES**: C=C=C1C[C@@H]2N[C@H]12.[H][H]
**Relative energy (zero: lowest compared OMol25 entry of this formula, charge and spin)**: 5.334 eV
**HOMO-LUMO gap**: 10.152 eV

Mulliken charges in e: -1.112 0.426 0.097 -0.628 -0.080 -0.470 -0.572 0.336 0.288 -0.003 0.245 0.287 0.387 0.025 0.518 0.256

Entry 4:
ORCA calculation (ωB97M-V/def2-TZVPD) on C6H9N in the gas phase at a distorted geometry.

Element x y z (Å)
C  -2.8650  1.2729  -0.5235
C  -1.8796  -0.9379  -0.4573
C  -0.7408  -0.6658  0.2092
C  0.4299  -1.6901  0.3045
C  0.0531  1.6562  -0.2815
C  -0.3822  0.7159  0.7996
N  -2.7153  0.1250  -0.5834
H  -2.3029  -1.8457  -0.7805
H  1.2496  -1.3534  -0.3469
H  0.0251  -2.6529  -0.1587
H  0.8487  -1.9925  1.2559
H  0.6660  2.3881  0.2872
H  -0.6810  2.1449  -0.8281
H  0.9048  1.0784  -0.7940
H  -1.2105  1.1801  1.3104
H  0.4889  0.4751  1.3640

## Properties
**Relative energy (zero: lowest compared OMol25 entry of this formula, charge and spin)**: 2.814 eV
**HOMO-LUMO gap**: 10.326 eV

Mulliken charges in e: -0.267 -0.577 0.801 -1.247 -0.863 -0.998 -0.005 0.442 0.259 0.325 0.358 0.271 0.417 0.229 0.466 0.390

Entry 5:
ORCA calculation (ωB97M-V/def2-TZVPD) on C6H9N in the gas phase at a distorted geometry.

Element x y z (Å)
C  -0.0190  0.4311  -0.6139
C  -0.9853  1.3290  0.1482
C  2.4111  -0.2235  -0.6191
C  1.0763  -0.2138  0.0790
C  -1.5307  -0.0019  0.1635
C  -2.4506  -0.8870  0.4178
N  1.0004  -0.7446  1.2450
H  0.0893  0.6097  -1.6765
H  0.0427  -0.8925  1.5597
H  -1.5261  2.0277  -0.4870
H  -0.6473  1.7569  1.0902
H  3.0323  -1.0372  -0.2522
H  2.3029  -0.3340  -1.6974
H  2.9239  0.7192  -0.4247
H  -2.2873  -1.9503  0.2974
H  -3.4325  -0.5888  0.7702

## Properties
**SMILES**: [H]/N=C(/C)[C@@H]1CC1=C
**Relative energy (zero: lowest compared OMol25 entry of this formula, charge and spin)**: 3.297 eV
**HOMO-LUMO gap**: 9.801 eV

Mulliken charges in e: -0.485 -0.317 -1.121 0.783 -0.086 -0.574 -0.790 0.341 0.289 0.256 0.237 0.333 0.351 0.260 0.275 0.248

Entry 6:
ORCA calculation (ωB97M-V/def2-TZVPD) on C6H9N in the gas phase.

Element x y z (Å)
C  -0.2626  0.8776  1.8041
C  0.3412  -0.4460  1.3539
C  1.6016  -0.4209  0.7317
C  1.3889  -0.4052  -0.6707
C  0.0224  -0.5732  -0.8640
C  -0.9271  -0.1920  -1.9421
N  -0.5195  -0.8438  0.3385
H  -1.3112  0.7865  2.1104
H  0.3255  1.4231  2.5347
H  -0.3088  1.5260  0.8824
H  2.5624  -0.3884  1.2420
H  2.1201  -0.1913  -1.4433
H  -1.7837  0.3541  -1.5051
H  -0.4361  0.4892  -2.6375
H  -1.3005  -1.0844  -2.4335
H  -1.5123  -0.9111  0.4984

## Properties
**SMILES**: Cc1ccc(C)[nH]1
**Relative energy (zero: lowest compared OMol25 entry of this formula, charge and spin)**: 2.369 eV
**HOMO-LUMO gap**: 8.224 eV

Mulliken charges in e: -1.111 0.296 -0.645 -0.384 0.217 -1.172 -0.197 0.276 0.332 0.313 0.401 0.427 0.332 0.321 0.301 0.293